The following is a DFT calculation (ωB97M-V with the def2-TZVPD basis set) of a 2-piece molecular cluster, CH2Cl2FP overall at a distorted geometry.

The frontier orbital gap (spin up / spin down) comes out at 8.01 / 8.00 eV. Its total energy is -1400.85671 hartree. For the HOMO energy (spin up / spin down), the calculation gives -8.6097 / -8.6166 eV.

Geometry as XYZ:
```
7
Properties=species:S:1:pos:R:3:nbo_charge:R:1
C -1.162 -0.203 0.008 0.05
F -1.140 -1.248 -0.828 -0.32
P 1.334 0.320 0.847 0.56
Cl 2.198 -1.282 -0.071 -0.28
Cl 1.703 1.898 -0.578 -0.34
H -1.423 0.761 -0.372 0.16
H -1.511 -0.246 0.994 0.16
```

---

The following is a DFT calculation (ωB97M-V with the def2-TZVPD basis set) of a 2-piece molecular cluster, CH2Cl2N2 overall at a distorted geometry.

The frontier orbital gap comes out at 7.56 eV. Its total energy is -1068.99918 hartree. For the HOMO energy, the calculation gives -9.1179 eV.

Geometry as XYZ:
```
7
Properties=species:S:1:pos:R:3:nbo_charge:R:1
C 0.689 0.000 0.038 0.34
N 1.073 -1.139 -0.144 -0.46
N -1.744 0.094 0.273 -0.83
Cl 1.198 1.553 0.063 0.13
Cl 2.711 -1.527 -0.218 0.15
H -1.912 -0.028 -0.673 0.33
H -2.015 1.048 0.661 0.34
```

---

The following is a DFT calculation (ωB97M-V with the def2-TZVPD basis set) of one molecule with the formula CH2Cl2NO2P at a distorted geometry.

Its SMILES is [H]/N=C/OP(=O)(Cl)Cl. The frontier orbital gap comes out at 8.80 eV. Its total energy is -1506.29938 hartree. For the HOMO energy, the calculation gives -9.8917 eV.

Geometry as XYZ:
```
9
Properties=species:S:1:pos:R:3:nbo_charge:R:1
H -3.022 0.974 -0.022 0.35
N -2.520 0.104 -0.264 -0.69
C -1.257 0.353 -0.202 0.43
O -0.216 -0.522 -0.189 -0.80
P 1.754 -0.529 -0.037 1.88
O 2.398 0.144 -1.192 -0.97
Cl 2.144 -2.414 0.206 -0.12
Cl 1.730 0.411 1.781 -0.19
H -1.009 1.479 -0.081 0.11
```

---

The following is a DFT calculation (ωB97M-V with the def2-TZVPD basis set) of one molecule with the formula CH2Cl2O2P2 at a distorted geometry.

Its SMILES is C=POP(=O)(Cl)Cl. The frontier orbital gap comes out at 8.90 eV. Its total energy is -1792.91624 hartree. For the HOMO energy, the calculation gives -9.5365 eV.

Geometry as XYZ:
```
9
Properties=species:S:1:pos:R:3:nbo_charge:R:1
C 1.722 0.033 0.192 -1.04
P 1.124 1.423 -0.406 1.09
O -0.439 1.327 -0.777 -1.03
P -1.534 -0.146 -0.093 1.88
O -2.924 0.170 -0.123 -1.02
Cl -0.904 -0.424 1.744 -0.17
Cl -1.157 -1.614 -1.333 -0.18
H 2.670 0.248 0.550 0.23
H 1.442 -1.017 0.246 0.23
```

---

Please write out number 1 again, unchanged.
The following is a DFT calculation (ωB97M-V with the def2-TZVPD basis set) of a 2-piece molecular cluster, CH2Cl2FP overall at a distorted geometry.

The frontier orbital gap (spin up / spin down) comes out at 8.01 / 8.00 eV. Its total energy is -1400.85671 hartree. For the HOMO energy (spin up / spin down), the calculation gives -8.6097 / -8.6166 eV.

Geometry as XYZ:
```
7
Properties=species:S:1:pos:R:3:nbo_charge:R:1
C -1.162 -0.203 0.008 0.05
F -1.140 -1.248 -0.828 -0.32
P 1.334 0.320 0.847 0.56
Cl 2.198 -1.282 -0.071 -0.28
Cl 1.703 1.898 -0.578 -0.34
H -1.423 0.761 -0.372 0.16
H -1.511 -0.246 0.994 0.16
```